{
  "formula": "C40H95ClOP2",
  "method": "the ωB97M-V functional and the def2-TZVPD basis",
  "elements": ["C", "C", "O", "C", "P", "C", "C", "C", "Cl", "P", "C", "C", "C", "C", "H", "H", "H", "H", "H", "H", "H", "H", "H", "H", "H", "H", "H", "H", "H", "H", "H", "H", "H", "H", "H", "H", "H", "H", "H", "C", "C", "C", "C", "C", "C", "H", "H", "H", "H", "H", "H", "H", "H", "H", "H", "H", "H", "H", "H", "C", "C", "C", "C", "C", "C", "H", "H", "H", "H", "H", "H", "H", "H", "H", "H", "H", "H", "H", "H", "C", "C", "C", "C", "C", "C", "H", "H", "H", "H", "H", "H", "H", "H", "H", "H", "H", "H", "H", "H", "C", "C", "C", "C", "C", "C", "H", "H", "H", "H", "H", "H", "H", "H", "H", "H", "H", "H", "H", "H", "C", "C", "C", "C", "C", "C", "H", "H", "H", "H", "H", "H", "H", "H", "H", "H", "H", "H", "H", "H"],
  "coordinates": [[0.37975, 2.69033, -3.35008], [1.46983, 1.65090, -3.21110], [1.70746, 1.44438, -1.82808], [2.78754, 0.57231, -1.54967], [2.32606, -0.36328, 0.05101], [1.10257, -1.41943, -0.84946], [1.72849, -2.68733, -1.47131], [1.28401, -2.87135, -2.91652], [1.17336, -4.12432, -0.54057], [1.99694, -1.43796, 2.01883], [0.41417, -0.74004, 2.66126], [-0.84038, -1.46547, 2.15355], [3.18689, -0.46660, 3.06153], [3.67331, -1.24198, 4.27909], [0.21341, 2.93899, -4.39470], [0.67042, 3.58270, -2.79820], [-0.54337, 2.32457, -2.90462], [2.39736, 1.98296, -3.68530], [1.17144, 0.70528, -3.67969], [3.69160, 1.15659, -1.34054], [2.98022, -0.10816, -2.38591], [3.68759, -0.79481, 0.15787], [1.99643, 0.91660, 0.62146], [0.69507, -0.80417, -1.65232], [0.26854, -1.70783, -0.21910], [2.81259, -2.68723, -1.41443], [1.82951, -3.67894, -3.39728], [1.42281, -1.94329, -3.46973], [0.22590, -3.12956, -2.93782], [0.47257, -0.84411, 3.74565], [0.36404, 0.32909, 2.43091], [-1.28622, -0.91474, 1.32314], [-0.61693, -2.46736, 1.78940], [-1.60618, -1.52184, 2.92457], [4.02483, -0.17477, 2.42509], [2.67573, 0.44671, 3.37693], [4.47684, -0.69279, 4.77597], [2.88057, -1.36830, 5.01429], [4.07257, -2.21451, 4.00214], [-3.40602, -8.39002, 1.21733], [-4.38566, -7.28840, 0.82355], [-4.08445, -6.66466, -0.53758], [-2.72291, -5.97675, -0.64396], [-2.48018, -4.86773, 0.37705], [-3.46740, -3.71016, 0.26270], [-2.38896, -8.00844, 1.31783], [-3.68423, -8.83516, 2.17345], [-3.39470, -9.18538, 0.46911], [-4.39514, -6.51516, 1.59662], [-5.39654, -7.70364, 0.79774], [-4.87459, -5.94823, -0.78200], [-4.14044, -7.44318, -1.30545], [-2.62565, -5.55710, -1.65177], [-1.92681, -6.72113, -0.55347], [-1.47200, -4.48062, 0.22339], [-2.50664, -5.27407, 1.39216], [-3.43115, -3.27580, -0.73913], [-3.22796, -2.92225, 0.97907], [-4.49308, -4.02930, 0.45613], [3.68543, 2.07227, -6.34453], [3.94455, 3.49010, -5.84308], [2.89472, 4.49975, -6.30310], [2.79225, 4.67414, -7.81910], [4.09226, 5.08898, -8.50574], [4.62904, 6.43598, -8.03046], [3.72530, 2.01321, -7.43290], [4.43182, 1.38025, -5.95138], [2.70158, 1.72139, -6.02477], [4.94096, 3.81161, -6.15732], [3.96106, 3.48493, -4.74945], [3.10406, 5.46610, -5.83651], [1.91568, 4.19059, -5.92238], [2.02432, 5.42481, -8.03025], [2.43358, 3.74502, -8.27073], [3.91397, 5.13698, -9.58291], [4.85574, 4.31994, -8.35959], [3.89075, 7.22522, -8.18630], [5.53131, 6.71051, -8.57810], [4.88314, 6.41826, -6.96966], [0.47442, 1.62529, 6.17725], [0.01850, 0.84811, 7.40770], [-0.96510, -0.27404, 7.07878], [-2.27274, 0.18610, 6.43263], [-3.06783, 1.20416, 7.24797], [-3.51287, 0.67923, 8.60987], [-0.35766, 2.13698, 5.69084], [1.21393, 2.38175, 6.44515], [0.93302, 0.95539, 5.44546], [-0.42098, 1.53721, 8.13396], [0.89163, 0.40884, 7.89706], [-1.18375, -0.83415, 7.99198], [-0.47743, -0.98428, 6.40256], [-2.89964, -0.69345, 6.25466], [-2.06341, 0.60838, 5.44541], [-3.95062, 1.49432, 6.67255], [-2.48112, 2.11703, 7.38280], [-4.11926, -0.22213, 8.49953], [-4.11277, 1.42243, 9.13649], [-2.66130, 0.43545, 9.24668], [-5.28947, -1.37577, -5.42286], [-5.59243, -2.37017, -4.30573], [-4.34101, -2.96700, -3.66517], [-3.45102, -3.77026, -4.61485], [-4.14804, -4.93540, -5.31498], [-4.67620, -5.99463, -4.35210], [-4.76566, -1.84955, -6.25440], [-6.20895, -0.94365, -5.81957], [-4.66705, -0.55693, -5.05568], [-6.23362, -3.16774, -4.69065], [-6.17107, -1.86540, -3.52792], [-4.64074, -3.59815, -2.82356], [-3.74396, -2.15686, -3.23282], [-2.59726, -4.15669, -4.04749], [-3.02937, -3.10291, -5.37197], [-3.43644, -5.40219, -6.00093], [-4.96756, -4.56347, -5.93601], [-3.86816, -6.39685, -3.73706], [-5.12623, -6.82517, -4.89745], [-5.43780, -5.59016, -3.68345], [2.17660, 3.82297, 3.01561], [3.15026, 4.99612, 3.06655], [3.86919, 5.12721, 4.40812], [2.95034, 5.36840, 5.60691], [2.05813, 6.60316, 5.49425], [2.83801, 7.90976, 5.38064], [1.37095, 3.93662, 3.74310], [1.71867, 3.73797, 2.02893], [2.69130, 2.88263, 3.22745], [2.61848, 5.92226, 2.83195], [3.90115, 4.87149, 2.28202], [4.60334, 5.93481, 4.34056], [4.44464, 4.21432, 4.59174], [3.56884, 5.45831, 6.50556], [2.31906, 4.48940, 5.76518], [1.41612, 6.64756, 6.37776], [1.38660, 6.50343, 4.63709], [3.50139, 8.04207, 6.23786], [2.16205, 8.76505, 5.34690], [3.44756, 7.93874, 4.47634]],
  "lowdin_charge": [-0.063, -0.293, -0.241, -0.391, 0.678, -0.379, -0.757, -0.132, 0.608, 0.790, -0.481, -0.184, -0.507, -0.185, 0.066, 0.081, 0.076, 0.096, 0.111, 0.085, 0.084, 0.005, 0.026, 0.074, 0.035, 0.083, 0.077, 0.066, 0.071, 0.046, 0.064, 0.065, 0.039, 0.062, 0.049, 0.042, 0.064, 0.057, 0.058, -0.111, -0.268, -0.234, -0.222, -0.265, -0.093, 0.065, 0.068, 0.074, 0.098, 0.104, 0.098, 0.105, 0.094, 0.105, 0.046, 0.103, 0.059, 0.056, 0.070, -0.110, -0.268, -0.225, -0.228, -0.271, -0.112, 0.067, 0.072, 0.062, 0.099, 0.095, 0.103, 0.097, 0.110, 0.101, 0.104, 0.097, 0.075, 0.069, 0.064, -0.104, -0.262, -0.227, -0.232, -0.270, -0.112, 0.070, 0.059, 0.056, 0.099, 0.105, 0.102, 0.102, 0.109, 0.098, 0.104, 0.098, 0.075, 0.068, 0.065, -0.111, -0.267, -0.235, -0.226, -0.264, -0.107, 0.064, 0.068, 0.074, 0.099, 0.105, 0.087, 0.108, 0.100, 0.101, 0.105, 0.098, 0.063, 0.071, 0.067, -0.108, -0.265, -0.226, -0.227, -0.269, -0.112, 0.063, 0.068, 0.059, 0.098, 0.104, 0.100, 0.109, 0.110, 0.083, 0.104, 0.098, 0.074, 0.068, 0.064],
  "smiles": "CCOC[PH2](C[C@H](C)Cl)P(CC)CC.CCCCCC.CCCCCC.CCCCCC.CCCCCC.CCCCCC",
  "spin_multiplicity": 1,
  "lumo_ev": 0.556
}

{
  "formula": "Br2FH2PSi",
  "method": "the ωB97M-V functional and the def2-TZVPD basis",
  "elements": ["F", "Si", "P", "Br", "Br", "H", "H"],
  "coordinates": [[-1.39551, 1.39518, -0.43033], [1.38139, 0.07200, -0.93857], [-0.93124, -0.01338, 0.26473], [1.79269, -2.01710, 0.03557], [2.48937, 1.37000, 0.57538], [-1.48700, -0.64628, -0.83454], [-1.84971, -0.16042, 1.32776]],
  "lowdin_charge": [-0.431, -0.182, 0.695, -0.016, 0.052, -0.062, -0.057],
  "smiles": "F[PH2]=[Si](Br)Br",
  "spin_multiplicity": 1,
  "lumo_ev": -1.054
}